A | C5H10NO | the ωB97M-V functional and the def2-TZVPD basis

Calculated values
- Spin multiplicity: 1
- Kohn-Sham gap: 8.7476 eV
- HOMO level: -13.88 eV
- Total charge: +1
- LUMO energy: -5.129 eV

Positions of all 17 atoms, in Å:
C -0.8563 0.5848 -0.9205
C 0.4544 1.3786 -0.8351
C 1.7367 -0.1128 0.4162
C 1.2327 0.1850 1.7114
C -1.9087 -1.5863 -0.6926
N -0.8519 -0.6036 -0.6168
O 1.5162 0.4410 -0.6704
H -1.7637 1.1264 -1.3789
H 0.5997 2.0210 -1.6397
H 0.4660 1.9827 0.1835
H 2.5681 -0.8273 0.5898
H 0.1612 0.4401 1.6706
H 1.7775 1.1765 2.0220
H 1.4211 -0.6502 2.3661
H -1.6672 -2.3470 -0.0007
H -1.9560 -2.0590 -1.7414
H -2.9299 -1.1502 -0.4636

---

B | C5H10NO | the ωB97M-V functional and the def2-TZVPD basis

Calculated values
- Spin multiplicity: 1
- Kohn-Sham gap: 9.8008 eV
- HOMO level: -13.61 eV
- Total charge: +1
- Structure (SMILES): C=CC[C@H]([NH3+])C=O
- LUMO energy: -3.812 eV

Positions of all 17 atoms, in Å:
O 1.8027 -2.3782 0.0204
C 1.2501 -1.4707 0.5466
C 0.7586 -0.2682 -0.3758
C -0.6735 0.2287 -0.0993
C -0.6633 1.1668 1.0678
C -1.8367 1.3090 1.6678
N 1.0249 -0.6563 -1.7958
H 1.0226 -1.2666 1.5870
H 1.3709 0.6073 -0.1247
H -1.4372 -0.5520 -0.1788
H -1.1602 0.7703 -0.9207
H 0.2184 1.7666 1.1991
H -2.7280 0.7282 1.4653
H -2.0971 1.9780 2.4735
H 1.8839 -1.1656 -2.0116
H 1.0987 0.2302 -2.3132
H 0.1651 -1.0275 -2.2077

---

C | C5H10NO | the ωB97M-V functional and the def2-TZVPD basis

Calculated values
- Spin multiplicity: 1
- Kohn-Sham gap: 9.8858 eV
- HOMO level: -14.93 eV
- Total charge: +1
- Structure (SMILES): C[C@H]1CC(=[NH2+])[C@@H]1O
- LUMO energy: -5.048 eV

Positions of all 17 atoms, in Å:
C 0.2715 -0.3008 -1.1113
C 0.4263 0.3058 0.9769
C -0.7826 0.1976 -0.0005
C 1.3398 0.1200 -0.1547
C -1.7986 -0.7606 0.4704
N 2.5651 0.5277 -0.3288
O 0.2903 0.3277 -2.3311
H 0.1750 -1.3346 -1.0855
H 0.5712 0.9636 1.8227
H 0.1820 -0.6522 1.5298
H -1.3934 1.0560 -0.3526
H -1.5624 -1.7461 0.8832
H -2.5324 -0.8046 -0.3734
H -2.2391 -0.1787 1.2669
H 0.3641 1.2657 -2.1968
H 2.9354 1.0866 0.4252
H 2.7440 0.7796 -1.2831

---

Which is most stable, and by how much? B, by 1.9 kcal/mol.

---

A | C5H10NO | the ωB97M-V functional and the def2-TZVPD basis

Calculated values
- Spin multiplicity: 1
- Kohn-Sham gap: 8.8645 eV
- HOMO level: -13.43 eV
- Total charge: +1
- LUMO energy: -4.566 eV

Positions of all 17 atoms, in Å:
C 3.2972 -0.6877 0.3043
C 2.3093 -0.0479 -0.2041
C -2.2516 -0.1277 0.8825
C -1.6102 0.3616 -0.3632
C 1.5458 0.9412 -0.6253
N -0.9825 -0.4431 -1.1997
O 0.4672 1.5108 0.0055
H 4.0525 -0.1063 0.8283
H -3.1402 -0.6672 0.8240
H -1.6648 -0.7925 1.4547
H -2.4652 0.7504 1.5472
H 3.2276 -1.8135 0.2922
H -1.8050 1.3641 -0.6752
H 1.8798 1.3837 -1.6623
H -0.6153 -1.3693 -1.1598
H -0.5146 0.1521 -1.8526
H 0.8984 2.3409 0.3990

---

B | C5H10NO | the ωB97M-V functional and the def2-TZVPD basis

Calculated values
- Spin multiplicity: 1
- Kohn-Sham gap: 9.7635 eV
- HOMO level: -14.72 eV
- Total charge: +1
- Structure (SMILES): C#[N+][C@@H](C)OCC
- LUMO energy: -4.959 eV

Positions of all 17 atoms, in Å:
C 1.6939 -0.6201 -1.7885
C 0.8287 -0.9851 1.9604
C -1.3764 1.0193 -2.0147
C -0.4778 -0.1854 1.8638
C -0.2960 0.5587 -0.5836
N 0.8272 -0.0139 -1.2253
O -0.8918 -0.1799 0.4175
H 2.3269 -1.1453 -2.4155
H 0.9068 -1.8237 1.3195
H 1.6296 -0.4249 1.8034
H 0.9289 -1.3327 2.9517
H -1.5988 2.1008 -1.7605
H -2.1712 0.4046 -1.8545
H -0.7486 0.9621 -2.8622
H -0.2646 0.8610 2.1569
H -1.2452 -0.8210 2.1722
H -0.0715 1.6255 -0.1407

---

Which is most stable, and by how much? A, by 27.9 kcal/mol.

---

A | C5H10NO | the ωB97M-V functional and the def2-TZVPD basis

Calculated values
- Spin multiplicity: 1
- Kohn-Sham gap: 6.4422 eV
- HOMO level: -13.89 eV
- Total charge: +1
- LUMO energy: -7.450 eV

Positions of all 17 atoms, in Å:
O -1.3239 1.5984 -0.4015
C -1.9560 0.5906 -0.2312
C -1.5927 -0.6069 0.6237
C -0.1316 -0.5005 1.1026
C 0.8175 -0.0217 0.1301
C 0.6989 -0.0545 -1.2561
N 1.7971 0.8404 0.7292
H -3.0485 0.5643 -0.4104
H -2.4666 -0.7383 1.2674
H -1.5251 -1.5481 0.0487
H 0.2974 -1.3922 1.6141
H -0.1379 0.1966 1.9444
H 1.0496 0.8290 -1.7923
H 0.5768 -0.9822 -1.8149
H 2.0880 -0.3080 -2.8171
H 2.3871 1.2184 -0.0167
H 2.4700 0.3147 1.2799

---

B | C5H10NO | the ωB97M-V functional and the def2-TZVPD basis

Calculated values
- Spin multiplicity: 1
- Kohn-Sham gap: 11.6014 eV
- HOMO level: -14.97 eV
- Total charge: +1
- Structure (SMILES): C=C1C[N@H+]1CCO
- LUMO energy: -3.364 eV

Positions of all 17 atoms, in Å:
C 0.6618 0.9021 0.3558
C -1.8378 0.8819 -0.1159
C 2.1340 0.3923 -0.0792
C -1.3638 -0.5549 0.0163
C -1.7456 -1.7480 0.1569
N -0.4448 0.3454 -0.4575
O 1.8168 -0.9966 -0.1979
H 0.5982 0.4254 1.3875
H 0.5463 1.9569 0.4853
H -2.4808 1.2929 -0.8284
H -1.8499 1.4210 0.8329
H 2.4772 0.9083 -1.0107
H 2.8750 0.4287 0.7624
H -2.7232 -1.8718 0.6144
H 2.5489 -1.4410 -0.5829
H -1.1251 -2.6917 0.1207
H -0.0870 0.3491 -1.4597

---

C | C5H10NO | the ωB97M-V functional and the def2-TZVPD basis

Calculated values
- Spin multiplicity: 1
- Kohn-Sham gap: 8.7879 eV
- HOMO level: -15.47 eV
- Total charge: +1
- Structure (SMILES): CC[C@@H]1[C@@H](C)[N+]1=O
- LUMO energy: -6.684 eV

Positions of all 17 atoms, in Å:
C -0.3093 -0.5077 1.4025
C -0.1482 0.0771 -0.0224
C -1.3399 0.1477 2.2055
C 0.9846 0.2004 -2.2748
C 1.1508 0.5924 -0.8459
N -0.5508 -1.2672 0.0163
O -0.3976 -2.2459 -0.5673
H 0.4697 -1.0953 1.9222
H -0.9877 0.8469 -0.1458
H -2.2156 0.4135 1.5192
H -0.9385 0.9373 2.8227
H -1.6861 -0.3872 3.0276
H 1.0160 -0.8960 -2.2763
H 1.8139 0.7143 -2.7952
H 0.1017 0.6310 -2.7382
H 1.0872 1.7196 -0.8916
H 1.9500 0.1192 -0.3585

---

Which is most stable, and by how much? B, by 55.0 kcal/mol.

---

A | C5H10NO | the ωB97M-V functional and the def2-TZVPD basis

Calculated values
- Spin multiplicity: 1
- Kohn-Sham gap: 10.9963 eV
- HOMO level: -15.24 eV
- Total charge: +1
- Structure (SMILES): C=[N+](CO)C1CC1
- LUMO energy: -4.246 eV

Positions of all 17 atoms, in Å:
C -0.8173 1.6575 -0.0489
C 1.5911 -0.9695 -0.3783
C 2.1368 0.3748 0.0666
C 0.7961 -0.0724 0.5040
C -1.6129 -0.7176 -0.2953
N -0.4600 0.4809 0.0987
O -2.8503 -0.2426 -0.0958
H -1.7952 1.7091 -0.5202
H -0.2184 2.5226 0.2044
H 1.3398 -1.1862 -1.4047
H 1.8763 -1.7830 0.2879
H 3.0329 0.2438 0.6307
H 2.1473 1.1005 -0.7756
H 0.5609 -0.4093 1.5979
H -1.2630 -1.3259 0.5298
H -1.4903 -1.0603 -1.2882
H -2.9737 -0.3225 0.8869

---

B | C5H10NO | the ωB97M-V functional and the def2-TZVPD basis

Calculated values
- Spin multiplicity: 1
- Kohn-Sham gap: 10.4708 eV
- HOMO level: -14.25 eV
- Total charge: +1
- Structure (SMILES): C=CC[C@@H]([NH3+])C=O
- LUMO energy: -3.777 eV

Positions of all 17 atoms, in Å:
O -0.0016 -1.1699 2.3023
C 0.5148 -1.1105 1.2228
C 0.8497 0.2692 0.6249
C 0.7321 0.3524 -0.9099
C -0.2278 -0.6877 -1.4443
C -1.5284 -0.4786 -1.5808
N -0.1466 1.2151 1.2851
H 0.8131 -1.9698 0.6153
H 1.8749 0.3933 0.9876
H 0.4387 1.3342 -1.2828
H 1.7393 0.2155 -1.3065
H 0.2042 -1.6336 -1.7547
H -2.0204 0.4180 -1.2209
H -2.1564 -1.2686 -1.9559
H -0.2021 2.1011 0.7841
H -1.0021 0.6595 1.3665
H 0.1185 1.3604 2.2674

---

Which is most stable, and by how much? B, by 31.7 kcal/mol.

---

A | C5H10NO | the ωB97M-V functional and the def2-TZVPD basis

Calculated values
- Spin multiplicity: 1
- Kohn-Sham gap: 10.3474 eV
- HOMO level: -14.42 eV
- Total charge: +1
- LUMO energy: -4.070 eV

Positions of all 17 atoms, in Å:
C -1.9967 -0.4572 -1.3361
C -2.5833 0.2853 -0.5755
C 1.3155 -0.4315 -0.3686
C -3.4988 0.8966 0.3269
C 3.4768 0.0410 0.6521
N 2.1064 -0.4639 0.6749
O 0.1553 -0.8472 -0.0879
H -1.8820 -0.7143 -2.3320
H 1.6351 0.0109 -1.3033
H -3.3660 1.9211 0.3481
H -3.0927 0.4703 1.3380
H -4.5395 0.4985 0.1595
H 4.1158 -0.7354 0.3616
H 3.5184 0.8722 -0.0712
H 3.7491 0.3277 1.6659
H 1.7479 -0.8737 1.4851
H -0.8614 -0.8005 -0.9376

---

B | C5H10NO | the ωB97M-V functional and the def2-TZVPD basis

Calculated values
- Spin multiplicity: 1
- Kohn-Sham gap (spin up / spin down): 7.3149 / 7.3186 eV
- HOMO level (spin up / spin down): -12.06 / -12.06 eV
- Total charge: +1
- LUMO energy (spin up / spin down): -4.745 / -4.743 eV

Positions of all 17 atoms, in Å:
C -0.2617 -0.0677 -0.2466
C 2.2892 0.5079 -0.4844
C 1.6672 0.3798 -1.8663
C -1.5119 -0.1885 -1.0349
C -0.8598 -0.3542 2.5178
N 0.8783 0.1866 -0.6968
O -1.9839 -0.8653 2.3007
H 2.8293 -0.4254 -0.1676
H 2.4334 1.3913 0.1691
H 1.5463 1.3453 -2.4111
H 1.8908 -0.6491 -2.3304
H -1.7966 0.4707 -1.8102
H -2.2898 0.0688 -0.3499
H -1.5588 -1.1658 -1.5115
H 0.0691 -1.0511 2.4007
H -0.7639 0.6590 2.8745
H -2.5772 -0.2422 2.6471

---

C | C5H10NO | the ωB97M-V functional and the def2-TZVPD basis

Calculated values
- Spin multiplicity: 1
- Kohn-Sham gap: 8.7667 eV
- HOMO level: -12.80 eV
- Total charge: +1
- Structure (SMILES): C[C@H]1C=CO[C@@H]1[NH3+]
- LUMO energy: -4.029 eV

Positions of all 17 atoms, in Å:
C 0.0516 -0.9881 -1.4666
C -1.1829 -0.6632 -1.8192
C 0.4339 -0.3041 -0.1549
C -0.7337 0.4548 0.3398
C 0.9070 -1.2413 0.9502
N -0.6716 1.8993 0.2932
O -1.8414 0.1516 -0.9237
H 0.8255 -1.3764 -2.1044
H -1.9188 -0.9988 -2.6899
H 1.2707 0.3254 -0.4646
H -1.0736 0.0281 1.2470
H 0.1041 -1.7667 1.2729
H 1.3957 -0.6868 1.7163
H 1.6503 -1.9775 0.6398
H 0.0986 2.4653 -0.3019
H -0.4561 2.1620 1.2264
H -1.6185 2.3077 -0.0470

---

Which is most stable, and by how much? C, by 12.8 kcal/mol.